{
  "formula": "C44H106Br8N6",
  "method": "ωB97M-V with the def2-TZVPD basis set",
  "smiles": "CCN(CC)CC.CCN(CC)CC.CCN(CC)CC.CCN(CC)CC.CCN(CC)CC.CCN(CC)CC.BrCCBr.BrCCBr.BrCCBr.BrCCBr",
  "homo_ev": -8.348,
  "total_energy_ha": -22660.60114,
  "elements": ["H", "H", "H", "H", "H", "H", "H", "C", "H", "H", "C", "H", "H", "C", "C", "C", "Br", "H", "H", "H", "H", "C", "H", "N", "N", "Br", "H", "H", "H", "H", "H", "H", "H", "C", "H", "H", "C", "C", "H", "C", "H", "Br", "C", "H", "H", "H", "H", "H", "H", "H", "H", "H", "C", "Br", "C", "Br", "H", "H", "H", "C", "C", "H", "Br", "C", "H", "H", "H", "H", "H", "C", "H", "H", "H", "H", "C", "H", "C", "H", "N", "C", "H", "H", "H", "H", "C", "H", "H", "H", "C", "H", "H", "H", "H", "H", "C", "C", "C", "Br", "N", "H", "C", "C", "H", "H", "H", "C", "H", "H", "C", "C", "C", "H", "H", "H", "H", "H", "C", "H", "H", "H", "H", "H", "H", "H", "H", "H", "H", "H", "N", "C", "H", "H", "H", "C", "H", "H", "H", "H", "C", "H", "Br", "C", "H", "H", "H", "C", "N", "C", "H", "C", "C", "H", "H", "C", "H", "H", "C", "H", "C", "H", "H", "H", "H", "C"],
  "coordinates": [[0.040433, 2.652232, 3.268067], [-2.768273, -1.932352, -9.656335], [4.147918, -1.748754, -4.812199], [5.644768, -7.064753, -1.001660], [-1.213199, -0.606008, -5.535138], [0.966939, 2.401172, -1.424068], [-6.139751, 4.282013, 2.460303], [6.429305, -4.737354, 2.217493], [-1.123278, -0.531983, 7.193126], [-0.665957, -3.012710, 4.213699], [2.390097, 0.367874, 7.255668], [8.058149, -3.535912, 1.488780], [-4.310170, 6.345645, -0.521528], [4.128581, 0.369458, -5.223112], [1.843520, -1.890204, -2.823989], [-3.945024, -1.044894, -5.911025], [3.963515, 4.819822, 0.406262], [2.394139, 1.273432, -7.527197], [-0.015556, -1.541057, -0.049820], [1.824717, 2.359786, -3.740518], [-4.372686, -0.379560, -5.149724], [1.664488, 1.606205, -6.758643], [-1.303129, 0.898731, -6.437432], [-0.039782, 1.293535, 1.076373], [-2.824370, -1.424927, 5.179801], [3.213669, -0.156111, 10.007277], [-3.508806, 8.125846, 4.388840], [1.396955, 0.663810, -1.311014], [2.722633, 3.088631, 1.719413], [-0.184140, 1.015272, 3.929977], [1.804507, 0.236275, 0.858472], [-4.800506, -1.253886, -6.590641], [3.507010, -2.820339, 0.353943], [4.807796, -7.001259, -0.306467], [5.632998, -4.624877, 2.974497], [3.390170, 1.382718, -2.037425], [-1.813042, 0.153949, 6.743200], [4.193090, -1.083736, -5.662488], [3.441157, -1.283371, -6.400257], [3.899807, -3.689994, 0.866279], [5.829108, -7.100944, 1.578249], [2.243537, -4.726171, -2.236127], [-5.275767, 3.602276, 2.403780], [4.727838, 1.989611, -3.052522], [5.928605, -3.310655, 0.032157], [-3.114638, 1.588558, -4.683099], [-3.141181, -3.267381, 6.067595], [3.083573, -4.411799, 0.839415], [-1.506370, -1.709454, -7.454671], [7.805093, -3.434410, 3.216739], [4.870302, 0.437315, -4.427533], [2.190960, -0.952625, -3.304492], [-3.262387, 6.382834, -0.237812], [0.453510, 4.990040, -0.779091], [-3.121371, -0.531628, 6.307792], [-4.270093, 0.414518, -0.237015], [-1.938677, 5.210003, 1.088393], [-4.832685, 7.824988, 3.285490], [-2.125201, -3.830113, 3.742109], [-3.069805, 6.597557, 2.896955], [-1.552134, -3.530822, 4.605593], [4.452431, -8.013647, -0.070578], [2.902010, 0.358678, 5.372205], [-1.876526, 0.216402, -5.820167], [-3.783907, -2.514674, -8.353164], [-0.604551, -1.581593, 1.647422], [-2.638459, 7.378963, 2.263839], [-1.716191, 0.432630, 2.006558], [6.677837, -2.542194, 2.163433], [0.239900, -1.285951, 0.987759], [4.295273, -6.253285, 1.632173], [4.304907, -0.610221, 7.782364], [-1.264901, -4.480428, 5.047455], [4.002846, -6.454039, -0.802116], [-4.054076, 7.330312, 3.848360], [-4.087090, -0.923895, -9.061304], [5.217130, -4.115079, 0.210224], [-1.189455, 2.095094, -0.474288], [5.950300, -5.173563, 0.917571], [3.246965, -0.611445, 8.087460], [-1.450275, 1.502203, -4.140359], [-3.453139, 4.407513, 0.419067], [1.683126, -0.353081, -5.968555], [-3.685449, -1.083626, 7.066538], [-4.005242, -1.670747, 4.332514], [0.680756, 1.626493, -7.199212], [-3.668191, -2.306672, 3.509087], [-4.046448, 4.558001, 3.853660], [3.683077, 2.128637, -2.785191], [3.547885, 3.110317, -2.347615], [-3.796043, 0.262469, 5.977563], [-3.323416, -3.104414, -6.079109], [-1.154803, 0.364468, -0.438797], [-2.209445, 6.139219, 3.464770], [7.291684, -3.440016, 2.248398], [1.222889, 4.403927, 0.929697], [-3.562268, -1.324674, -0.708519], [-0.073239, -2.082501, -3.016702], [-2.960480, -0.268475, -6.643079], [-2.618765, -2.253438, -4.617995], [-2.302383, -2.701354, 5.644392], [-0.705546, 1.834528, 3.403488], [-4.245947, -1.738524, -1.433104], [-5.404410, -0.784857, 3.034259], [-2.591726, 6.126609, -1.049950], [-3.016512, 5.341963, 0.827067], [1.325653, 5.324001, 1.527191], [-2.672109, -1.870520, 1.254997], [2.829799, 2.085368, -4.052430], [5.193520, -6.396508, 1.017004], [-2.348173, -0.982719, -7.762869], [7.019015, -5.586041, 2.618505], [0.403205, 3.810768, 1.332008], [4.424416, 1.040423, -6.030514], [-5.202152, 3.236371, 1.367200], [-4.724665, -2.380091, 4.860909], [2.524918, -3.135514, -3.288299], [-2.999728, 7.404514, 0.013957], [-2.587653, 0.218530, -3.768051], [-1.705094, -0.258078, -8.268032], [2.433536, 2.924669, 0.001145], [-5.309932, 0.081974, 4.629892], [-1.542887, 2.119876, 4.041319], [3.070629, 2.888375, -4.741792], [-4.469509, 6.645335, 4.591661], [-2.139478, 0.832502, 7.521537], [5.050291, -4.377548, -0.810646], [-2.631205, -1.086096, -1.184290], [-3.745510, 5.570474, 2.072647], [-3.310762, -1.615902, -8.753620], [-1.713031, 2.215504, 1.617018], [3.596050, -2.946688, -3.134309], [2.301381, -3.329532, -4.330468], [-1.154429, 1.405626, 2.008899], [-4.305587, -2.761165, -4.692450], [5.155396, -1.277333, -6.131255], [-1.644062, -2.425517, 6.460351], [-1.500101, 0.728318, 5.885503], [2.503854, 3.663660, 0.801501], [1.084078, 0.044260, 2.398383], [-3.011526, -4.033099, 0.095202], [0.575192, 1.374878, -1.360374], [-4.064773, 0.294515, 3.399320], [1.341084, 0.131339, 7.267552], [3.975165, -3.336091, 1.911703], [-2.288500, 0.900659, -4.553945], [2.859608, 0.775558, -4.635988], [-3.983660, 4.345537, 2.778151], [2.889318, -1.623270, 8.012194], [1.754891, 0.668626, -5.542776], [-3.478139, -2.369013, -5.302125], [-3.108005, 3.663766, 2.664809], [1.097618, -1.930604, 1.245616], [-4.767739, -0.432707, 3.842805], [2.060483, -1.857460, -1.744460], [0.858410, 0.694882, -4.898686], [0.826290, 0.104048, 1.343811], [-4.396335, -2.280051, 1.087598], [-0.511924, 1.252793, -0.303290], [2.582914, 1.350960, 7.661343], [0.101716, 1.122258, -2.299280], [-5.364340, 2.778962, 3.123811], [1.991411, 2.607083, -6.446224], [-3.459872, -2.164959, 0.540419]],
  "atomic_forces_ev_per_a": [[-0.7, -0.3, 0.4], [-0.1, 0.1, 0.3], [-0.4, -0.2, 0.1], [0.1, 0.0, 0.1], [0.3, -0.2, -0.1], [-0.1, -0.5, 0.0], [0.3, -0.3, 0.1], [0.6, -0.1, 0.8], [0.7, -0.2, -0.2], [-0.1, -0.1, 0.3], [1.0, -0.3, 0.7], [0.1, 0.4, -0.3], [0.0, 0.1, -0.3], [0.5, 0.0, 0.8], [0.0, -0.1, 1.4], [-0.8, 0.0, -0.2], [0.5, 0.3, -0.1], [-0.5, 0.2, 0.3], [0.0, 0.5, 0.2], [-0.4, -0.5, -0.1], [0.2, -0.2, 0.0], [1.6, 0.1, 0.4], [0.2, 0.2, -0.1], [1.3, -0.7, 0.0], [-1.0, 0.3, -0.9], [-0.1, -0.1, -0.6], [-0.2, -0.4, -0.1], [0.1, -0.1, 0.5], [-0.1, 0.5, -0.3], [-0.2, 0.3, -0.2], [-0.4, 0.0, -0.2], [0.5, 0.1, 0.3], [-0.1, 0.3, -0.4], [-0.3, -0.5, 0.0], [-0.3, 0.1, -0.2], [0.0, 0.0, -0.3], [-2.3, 0.0, 0.6], [0.4, 0.5, -0.2], [-0.5, -0.5, -0.3], [-0.1, 0.9, 0.5], [-0.2, 0.1, -0.2], [-0.5, 0.0, 0.0], [0.6, 0.4, -0.3], [0.2, 0.1, 0.3], [-0.1, 0.5, 0.7], [-0.2, 0.2, -0.3], [0.0, -0.3, 0.1], [0.3, -0.3, -0.1], [-1.4, 0.3, 0.1], [-0.1, 0.2, -0.1], [0.2, 0.4, -0.1], [-0.2, -0.6, -0.1], [0.5, 0.0, 0.0], [0.3, 0.2, 0.0], [0.5, -0.2, -0.9], [-0.3, 0.3, 0.2], [-0.4, -0.1, -0.5], [-0.3, -0.1, -0.2], [-0.6, 0.2, -0.3], [-0.4, -0.1, 0.5], [0.3, 0.2, 0.1], [0.0, 0.2, -0.4], [0.0, -0.1, 0.2], [0.1, -0.1, 0.2], [-0.1, 0.1, 0.0], [0.5, 0.3, -0.4], [0.0, -0.3, -0.2], [-0.1, 0.9, 0.2], [0.2, 0.0, -0.2], [0.7, -0.5, 0.7], [-0.2, -0.1, 0.1], [-0.5, 0.3, 0.2], [0.3, 0.0, 0.2], [0.1, -0.1, 0.1], [1.2, -0.2, 0.2], [-0.1, 0.2, 0.0], [0.3, -0.1, 0.7], [0.0, 0.1, 0.2], [0.0, 1.0, -0.5], [0.2, 0.2, -0.5], [-0.4, -0.4, -0.3], [0.7, 0.2, 0.2], [0.2, 0.3, 0.4], [0.3, 0.0, 0.5], [-0.4, -0.8, 0.8], [-0.3, 0.0, 0.0], [0.0, 0.4, -0.2], [0.1, 0.1, -0.2], [0.0, 0.4, -0.5], [0.3, 0.3, 0.3], [0.2, -0.1, -0.1], [0.5, -0.2, -0.1], [0.3, 0.0, -0.3], [-0.6, 0.3, -0.3], [-0.5, -1.4, 0.3], [-1.0, 1.0, 0.4], [-0.3, 0.0, 0.4], [-0.2, 0.3, 0.0], [0.1, -0.6, -0.5], [-0.2, -0.2, -0.5], [0.0, 0.5, -0.1], [1.0, -0.5, -0.1], [-0.1, -0.2, -0.1], [-0.4, 0.3, 0.1], [-0.2, 0.0, -0.6], [-0.5, -0.5, 0.6], [0.0, -0.4, -0.3], [-0.4, 0.2, -0.6], [0.4, 0.1, 1.6], [0.5, -0.2, 0.6], [1.3, -0.3, -0.1], [0.0, 0.4, -0.2], [0.4, -0.3, 0.1], [0.2, 0.1, -0.3], [-0.2, -0.1, 0.4], [0.4, 0.8, -0.2], [1.2, 0.5, -0.5], [0.0, 0.2, 0.4], [0.0, -0.3, 0.2], [-0.3, 0.3, -0.3], [0.1, 0.1, 0.1], [-0.3, -0.2, -0.1], [0.0, 0.2, -0.2], [0.7, 0.2, -0.2], [-0.2, 0.1, -0.1], [0.4, 0.5, 0.3], [-0.5, -0.9, -0.7], [0.6, -0.3, -0.1], [0.2, 1.4, -0.1], [0.4, -0.4, -0.1], [-1.2, 0.5, -0.5], [-0.2, -0.2, -0.4], [0.1, -0.4, -0.1], [0.8, -1.1, 0.3], [0.2, 0.1, -0.1], [0.1, 0.1, -0.1], [0.3, -0.4, 0.2], [0.7, -0.1, 0.0], [-0.3, -1.4, 0.1], [-0.2, 0.3, 0.2], [0.1, 0.3, -0.1], [-0.2, -0.1, -0.2], [-0.2, -0.2, 0.1], [-0.3, 0.0, 0.2], [0.3, -0.4, -0.3], [0.3, 1.0, 0.8], [-0.3, -0.5, -0.7], [0.0, -0.6, 0.8], [-0.2, -0.3, 0.0], [-1.8, -1.6, -0.7], [-0.6, 0.3, 0.7], [-0.3, 0.1, 0.1], [-0.5, -0.3, 0.0], [1.2, -0.4, -0.4], [-0.4, 0.5, -0.2], [0.0, 0.4, -0.4], [-0.7, 0.3, -0.5], [0.0, 0.4, -0.3], [-0.2, 0.2, 0.2], [-0.2, 0.3, -0.3], [-0.2, 0.2, -0.5], [-0.3, 0.0, -0.4], [-0.4, 0.0, -0.4], [0.4, -0.6, 0.5]],
  "mulliken_charge": [-0.028, 0.425, 0.003, 0.299, 0.313, -0.507, 0.331, -0.445, 0.366, 0.218, -0.249, 0.329, 0.340, -0.591, 1.747, -0.847, -0.152, 0.317, -0.314, 0.551, 0.428, -1.430, 0.134, 0.799, 0.765, -0.163, 0.396, -0.169, 0.310, 0.456, 0.335, 0.424, 0.011, -1.095, 0.360, 0.054, -1.040, -1.085, 0.326, -0.264, 0.473, -0.150, -1.047, 0.507, 0.447, 0.456, 0.408, 0.308, 0.233, 0.431, 0.308, -1.120, -1.403, -0.152, -0.728, -0.121, 0.044, 0.305, 0.315, -0.486, -1.301, 0.431, -0.124, -0.020, 0.292, -0.424, 0.439, -1.049, 0.266, 0.310, 0.325, 0.355, 0.434, -0.006, -1.243, 0.332, -1.362, 0.745, 0.080, -0.578, 0.307, 0.192, 0.484, 0.313, -0.611, 0.455, 0.266, 0.593, -1.308, 0.327, 0.356, 0.290, -1.231, 0.239, -1.337, 0.229, 0.083, -0.091, -0.021, -0.051, -0.688, -1.225, 0.526, 0.473, 0.376, 0.035, 0.749, -0.655, -0.735, -0.443, -0.215, 0.461, -0.988, 0.419, 0.078, 0.232, -1.148, 0.321, 0.070, 0.434, -0.567, 0.478, 0.589, 0.277, 0.302, 0.424, 0.324, -0.456, 0.327, -1.446, 0.363, 0.476, 0.531, 0.600, 0.384, 0.479, 0.353, 0.101, 0.551, 0.365, -0.161, 0.673, 0.060, 0.039, 0.362, -1.206, 1.233, -0.289, 0.366, -0.203, -0.690, -0.188, 0.298, -1.166, -0.384, -0.376, -0.863, 0.495, 0.521, 0.383, -0.339, 0.278, 0.260, 0.300]
}